1.
Below is C6H6F5N as an isolated structure, with properties calculated with the ωB97M-V functional and the def2-TZVPD basis.

```
18
Properties=species:S:1:pos:R:3:forces:R:3
F 2.22026 0.84289 1.09656 -0.21 0.09 -0.26
F 0.86286 -1.49935 -1.15700 0.20 0.09 0.19
F 1.42551 0.53999 -1.66665 0.12 -0.08 0.37
F 3.35207 -0.59098 -0.04577 -0.13 0.02 -0.30
F 1.84559 -1.26406 1.33494 -0.22 -0.06 -0.18
N -0.26905 2.82474 0.48911 0.08 0.58 0.10
C -0.47117 1.72113 0.26586 -0.14 0.22 0.07
C 2.13723 -0.31250 0.43787 0.55 -0.08 0.56
C -1.03232 -0.49760 1.19772 -0.20 0.08 0.18
C -0.72717 0.34341 -0.01319 3.58 -1.76 -1.22
C -1.59212 0.11180 -1.22351 -0.04 -0.05 -0.06
C 1.07220 -0.26871 -0.65854 -3.39 0.99 0.54
H -2.07038 -0.33202 1.48670 -0.08 -0.02 0.06
H -0.90314 -1.55392 0.97180 -0.02 -0.03 -0.04
H -1.20039 0.63648 -2.09239 -0.01 0.01 -0.02
H -2.59689 0.48237 -1.02425 -0.09 0.02 0.01
H -0.39963 -0.23005 2.04140 -0.01 -0.03 -0.01
H -1.65346 -0.95362 -1.44067 0.00 0.01 0.00
```
Forces are in eV/Å.

As for the strongest force on any atom: 4.17 eV/Å. The HOMO energy comes out at -10.6586 eV. Its LUMO energy is 0.661 eV. The calculation puts the HOMO-LUMO gap at 0.4160 hartree. The relative energy (zero: lowest compared OMol25 entry of this formula, charge and spin) comes out at 0.0 kcal per mole.



2.
Below is C21H12Br2F2N2OSc as an isolated structure, with properties calculated with the ωB97M-V functional and the def2-TZVPD basis.

```
41
Properties=species:S:1:pos:R:3:forces:R:3
Br 5.40484 -1.26750 -1.17530 0.01 0.00 -0.07
Br 4.60389 -0.89996 4.38027 0.02 0.00 0.04
Sc 0.42672 -0.95913 -1.34061 -0.57 0.17 0.34
F -3.91979 2.01129 -1.34702 0.00 -0.01 -0.01
F -4.93984 -2.44309 -2.14937 0.02 -0.01 0.01
O 2.30667 -1.30432 -1.19064 0.50 -0.10 0.10
N 0.21056 1.15376 -1.56427 -0.03 0.01 0.05
N 0.62949 -1.11143 0.86799 0.15 -0.03 -0.17
C -1.70262 -0.83403 -1.96017 0.14 -0.10 -0.16
C 2.47282 -1.03341 2.45978 0.02 0.01 0.08
C 0.18312 -1.00959 3.19969 -0.06 0.01 -0.07
C -3.47326 0.77028 -1.61831 0.01 0.02 0.02
C 1.98114 -1.11268 1.14756 0.03 -0.02 0.02
C 1.51640 -0.98417 3.49477 0.04 0.00 -0.01
C 4.20951 -1.17541 0.26156 0.09 0.01 0.19
C -2.10580 0.50845 -1.73180 -0.09 0.06 -0.05
C 1.23573 2.02040 -1.50478 -0.05 0.01 -0.01
C -4.01719 -1.48974 -2.00475 -0.04 -0.01 -0.02
C -1.32391 2.95228 -1.64620 0.01 -0.07 -0.05
C -2.67490 -1.81855 -2.09862 -0.05 0.05 0.03
C -0.24962 -1.06633 1.86215 0.01 0.01 0.10
C -0.26524 3.84076 -1.59500 -0.03 0.05 0.01
C -1.71099 -1.06991 1.53807 -0.03 -0.01 -0.03
C 1.04271 3.38050 -1.52264 0.02 -0.02 -0.01
C 3.88167 -1.01684 2.64583 -0.05 0.00 -0.04
C -4.44135 -0.20188 -1.75162 0.03 0.00 0.00
C -1.07589 1.58017 -1.63950 -0.02 0.00 0.02
C 2.85982 -1.20201 0.03256 -0.12 -0.07 -0.25
C 4.72211 -1.08129 1.57528 -0.04 0.00 -0.05
H 1.84960 -0.93132 4.52253 0.01 0.00 0.00
H -2.42398 -2.85712 -2.28061 0.01 0.00 -0.01
H -0.55882 -0.98086 3.98447 0.01 0.00 0.01
H 2.22544 1.58245 -1.44685 0.01 0.01 0.00
H 1.88623 4.05326 -1.48465 0.00 0.01 0.00
H -1.98977 -0.17224 0.98274 0.01 0.01 0.01
H -2.33284 3.31879 -1.70785 0.01 0.03 -0.02
H -5.48899 0.04766 -1.66534 0.00 -0.01 0.00
H -0.46687 4.90376 -1.61505 0.01 0.00 0.00
H -2.30479 -1.10634 2.44760 -0.01 0.00 0.00
H 5.79283 -1.06649 1.71969 0.00 0.00 -0.01
H -1.97489 -1.92818 0.91839 0.01 0.00 0.00
```
Forces are in eV/Å.

As for the strongest force on any atom: 0.68 eV/Å. The HOMO energy comes out at -11.3631 eV. Its net charge is +1. Its LUMO energy is -3.949 eV. The calculation puts the HOMO-LUMO gap at 0.2725 hartree.



3.
Below is one molecule with the formula C4H7NO, with properties calculated with the ωB97M-V functional and the def2-TZVPD basis.

```
13
Properties=species:S:1:pos:R:3:forces:R:3
O -0.14454 -0.15805 1.50873 0.07 0.09 0.07
N 0.52949 0.71655 -1.37025 0.05 -0.03 -0.45
C 0.83462 -0.82719 0.72956 0.24 -0.07 -0.21
C 0.51676 -0.57949 -0.73662 -0.02 -0.37 -0.03
C -0.99690 0.62856 0.68873 -0.17 0.21 -0.21
C -0.70180 0.27813 -0.76285 -0.30 -0.09 0.02
H 0.70470 -1.38537 -1.43696 -0.19 -0.13 0.15
H 0.76888 -1.90896 0.91857 0.03 0.21 -0.03
H -1.52341 0.14048 -1.45871 -0.01 -0.08 0.18
H -0.80917 1.69043 0.90403 -0.06 -0.07 -0.10
H -2.04161 0.41242 0.94695 0.18 -0.01 -0.10
H 1.03157 1.48329 -0.97614 0.23 0.33 0.85
H 1.83140 -0.49081 1.04494 -0.07 0.01 -0.15
```
Forces are in eV/Å.

As for the strongest force on any atom: 0.94 eV/Å. The HOMO energy comes out at -9.4814 eV. Its LUMO energy is 1.085 eV. The calculation puts the HOMO-LUMO gap at 0.3883 hartree. The relative energy (zero: lowest compared OMol25 entry of this formula, charge and spin) comes out at 54.1 kcal per mole.



4.
Below is C20H20N2Tc as an isolated structure, with properties calculated with the ωB97M-V functional and the def2-TZVPD basis.

```
43
Properties=species:S:1:pos:R:3:forces:R:3
Tc 0.36296 -0.23601 -0.06092 0.94 3.71 2.57
N 2.35603 -0.35344 0.49269 2.65 0.82 -0.42
N 0.26669 -0.07997 1.95482 -0.63 1.12 1.06
C -1.06683 -1.76028 0.10583 -0.59 -0.64 -0.15
C 0.95543 -2.00497 -1.01154 -0.99 -1.40 -1.01
C 2.81685 -0.29622 4.65591 0.10 0.09 -0.41
C -3.39118 0.05682 4.05131 0.00 -0.07 0.01
C -1.89842 0.99498 2.38425 0.17 -0.51 0.39
C -0.65858 2.50357 -2.29844 0.04 0.57 1.12
C 1.43793 -0.16992 2.68262 -0.44 -0.28 -0.26
C 2.59160 -0.37182 1.91079 -0.08 -0.13 0.93
C 3.94736 -0.53676 3.85932 0.22 -0.04 0.19
C -0.97363 -0.03925 2.64277 0.33 0.26 0.26
C -3.09316 1.04166 3.10318 0.12 -0.20 -0.07
C -1.19077 -1.15687 -1.18243 -0.63 -0.76 -1.04
C 0.26866 -2.28561 0.22707 -0.16 -2.20 -0.77
C -1.49600 1.99694 -1.39453 0.02 0.35 -0.91
C -1.28067 -1.03095 3.59491 -0.23 0.28 -0.19
C 1.56455 -0.09740 4.08072 0.33 0.04 0.10
C 0.34169 3.11507 -2.90291 -0.22 -0.32 -0.08
C -2.48799 -0.98635 4.28758 0.03 0.26 -0.19
C 3.84079 -0.55939 2.46459 -0.26 0.00 0.48
C 0.05012 -1.30215 -1.87528 -0.40 -1.11 -1.12
H 1.38609 2.92923 -2.61230 -0.41 -0.57 -0.47
H 4.69878 -0.73353 1.81124 -0.12 0.06 0.28
H 0.65487 -2.86515 1.06091 -0.05 0.26 -0.17
H -0.55228 -1.82123 3.79058 -0.26 0.21 -0.09
H 2.90159 -1.09122 0.04300 -0.47 -0.12 0.26
H -1.47193 2.29024 -0.33374 -0.17 0.49 -0.80
H 1.94814 -2.34206 -1.28837 -0.13 0.22 0.03
H 2.86180 0.45456 0.13499 -0.20 0.43 -0.06
H -2.06826 -0.63646 -1.54720 0.23 -0.30 0.04
H -1.64345 1.76070 1.64822 -0.06 -0.27 0.31
H -1.86331 -1.84351 0.83901 0.27 0.12 -0.12
H 2.92022 -0.24568 5.74039 0.01 -0.04 -0.29
H 0.28464 -0.91668 -2.86165 -0.07 -0.14 0.17
H -2.34549 1.36929 -1.69322 0.81 -0.17 0.20
H 4.91552 -0.69872 4.33264 -0.24 0.05 -0.13
H -3.79128 1.85916 2.92066 0.13 -0.23 0.08
H 0.19936 3.82776 -3.72660 -0.13 0.06 0.77
H 0.69007 0.12369 4.69269 0.32 -0.12 -0.15
H -2.71070 -1.76561 5.01629 -0.03 0.22 -0.15
H -4.32892 0.09924 4.60846 0.27 0.00 -0.18
```
Forces are in eV/Å.

As for the strongest force on any atom: 4.60 eV/Å. The HOMO energy (alpha / beta) comes out at -5.1948 / -7.1938 eV. The expectation value of S² is 3.776. Its LUMO energy (alpha / beta) is 0.450 / 0.038 eV. The calculation puts the HOMO-LUMO gap (alpha / beta) at 0.2074 / 0.2658 hartree. As for the spin multiplicity: 4.